The following is a DFT calculation (ωB97M-V with the def2-TZVPD basis set) of the molecule C6H10 at a distorted geometry.

- energy relative to the best compared isomer or geometry (same formula, charge and spin) (kJ/mol) = 400.9
- gap between HOMO and LUMO (eV) = 8.4
- molar mass (g mol⁻¹) = 82.15
- HOMO level (eV) = -7.36
- E_tot (a.u.) = -234.44981
- net charge = 0

Structure (XYZ):
```
16
C6H10 (ωB97M-V with the def2-TZVPD basis set)
H -0.0526 -1.6000 1.2170
C -0.6598 0.4057 0.6618
H -0.7061 1.2238 -1.3725
C 1.4256 0.2111 -1.0241
H 0.0665 -0.6923 -2.5489
C 0.7605 0.9383 0.5471
H -0.9079 -0.7396 2.5000
C -0.3285 0.3880 -0.8061
C 0.3286 -0.7114 -1.4920
C -0.8728 -0.9033 1.4142
H -1.8103 -1.3940 1.1229
H 0.2721 -1.7034 -1.0532
H 1.6547 0.9578 -1.7979
H 1.4882 0.4561 1.1631
H 0.7984 2.0343 0.5812
H -1.4567 1.1288 0.8874
```

Results of the Mulliken charge analysis, in e, for atoms 1 through 4: 0.3409, 0.2477, 0.3620, -0.5600